P | The following is a quantum chemistry calculation of C3H5NS in the gas phase, from the Open Molecules 2025 dataset.

Last column: Mulliken charge in e.
Positions of all 10 atoms, in Å:
H: 2.4159 0.1305 0.0917  0.25
S: -2.6155 -0.7015 -0.0435  -0.35
H: -2.1733 1.5992 -0.0917  0.27
H: 2.1132 -1.5249 0.0800  0.25
C: -0.2716 0.6801 0.0662  -0.34
C: -1.6496 0.6288 -0.0391  -0.26
H: -0.1121 -1.4212 0.2024  0.25
N: 1.7470 -0.5849 -0.1558  -0.45
H: 0.1346 1.6558 -0.1735  0.26
C: 0.4114 -0.4618 0.0633  0.11

## Properties
Lowest unoccupied orbital energy = -0.003 hartree
Spin multiplicity = 1
Kohn-Sham gap = 7.9 eV

---

Q | The following is a quantum chemistry calculation of a molecular structure, C3H5NS, from the Open Molecules 2025 dataset.

Last column: Mulliken charge in e.
Positions of all 10 atoms, in Å:
S: 0.9612 -1.4543 0.0932  -0.37
H: -1.8979 1.8415 0.6680  0.25
H: -1.8945 -0.4773 -0.4571  0.22
H: -0.9786 0.2688 -1.8230  0.30
H: 0.6294 1.4201 1.5133  0.28
H: -0.8917 2.3610 -0.5911  0.24
C: 0.1051 -0.0759 0.0007  0.12
C: -1.1534 0.2530 -0.8295  -0.48
N: 0.2559 1.1014 0.5758  -0.16
C: -0.9744 1.5138 0.0234  -0.39

## Properties
Lowest unoccupied orbital energy = 0.029 hartree
Spin multiplicity = 1
Kohn-Sham gap = 9.0 eV

---

R | The following is a quantum chemistry calculation of C3H5NS in the gas phase, from the Open Molecules 2025 dataset.

Last column: Mulliken charge in e.
Positions of all 10 atoms, in Å:
N: -0.2119 -0.8177 -0.0202  -0.05
C: -1.7277 -0.9334 -0.0162  -0.43
C: 1.7394 0.9021 0.0451  -0.74
H: -2.1511 -1.4651 -0.8717  0.21
H: -1.7365 -1.5221 0.8969  0.24
H: 2.5079 0.8133 -0.8389  0.29
C: 0.7707 -0.1698 -0.0548  0.38
S: -2.5285 0.6390 0.0027  -0.45
H: 2.0976 0.8153 1.0444  0.27
H: 1.2401 1.7382 -0.1874  0.28

## Properties
Lowest unoccupied orbital energy = -0.008 hartree
Spin multiplicity = 1
Kohn-Sham gap = 6.7 eV

---

S | The following is a quantum chemistry calculation of C3H5NS in the gas phase, from the Open Molecules 2025 dataset.

Last column: Mulliken charge in e.
Positions of all 10 atoms, in Å:
H: 0.7568 -1.4289 0.4252  0.19
H: -1.0042 -0.9966 0.9026  0.17
H: 0.3984 1.0504 1.1175  0.23
H: 1.4500 -0.8425 -0.9518  0.26
N: -0.3261 0.2464 -0.7850  -0.26
C: 0.7144 0.8685 0.0729  0.08
C: -1.2807 -0.2449 -0.0459  -0.12
C: 0.8897 -0.5350 -0.2161  -0.53
S: -2.9322 0.1676 -0.1881  -0.25
H: 1.3339 1.7149 -0.3314  0.23

## Properties
Lowest unoccupied orbital energy = -0.001 hartree
Spin multiplicity = 1
Kohn-Sham gap = 8.4 eV

---

Most stable = P